Entry 1:
C5H13IN | ωB97M-V/def2-TZVPD

Its energy above the lowest of the compared OMol25 structures with the same formula, charge and spin is 54.41 kcal per mole. For the orbital gap, the calculation gives 0.36855 Ha. The HOMO energy is -12.9 eV. As for the LUMO energy: -2.875 eV. The total energy comes out at -14977.661 eV. Its net charge is +1.

Last column: Löwdin charge in e.
CARTESIAN COORDINATES (ANGSTROEM)
1 I -4.106 -0.250 0.138  0.8925
2 N 0.582 -0.061 0.089  -0.3834
3 C -2.266 0.642 -0.085  -0.6505
4 C -0.812 -0.589 0.129  -0.1184
5 C 0.827 0.307 -1.335  0.0190
6 C 0.771 0.994 1.070  0.0248
7 C 1.373 -1.386 0.279  0.0471
8 H 0.678 1.362 -1.298  0.0983
9 H 0.430 0.721 1.996  0.0934
10 H -2.019 1.033 -1.035  -0.0006
11 H 1.847 0.157 -1.711  0.1273
12 H -2.165 1.486 0.529  -0.0091
13 H 0.056 -0.089 -1.958  0.1038
14 H 0.919 -2.030 -0.422  0.0872
15 H 1.867 1.292 1.047  0.1547
16 H 2.434 -1.185 0.147  0.1162
17 H -0.986 -1.086 1.085  0.1078
18 H 0.303 1.821 0.711  0.0694
19 H 1.137 -1.807 1.275  0.1239
20 H -0.869 -1.331 -0.652  0.0966

Entry 2:
CH4IN4P | ωB97M-V/def2-TZVPD

Its energy above the lowest of the compared OMol25 structures with the same formula, charge and spin is 51.65 kcal per mole. For the orbital gap (spin up / spin down), the calculation gives 0.24745 / 0.24733 Ha. The HOMO energy (spin up / spin down) is -8.1 / -8.1 eV. As for the SMILES: P[C@H]1NN=NN1I. As for the LUMO energy (spin up / spin down): -1.365 / -1.367 eV. The total energy comes out at -24447.132 eV.

Last column: Löwdin charge in e.
CARTESIAN COORDINATES (ANGSTROEM)
1 I 1.461 -1.056 -2.472  0.6136
2 P 1.551 -0.250 0.887  0.7354
3 N -1.498 0.928 -0.696  -0.0485
4 N -1.120 0.562 0.496  -0.0316
5 N -1.102 0.219 -1.655  -0.1256
6 N -0.344 -0.706 -1.231  -0.5014
7 C -0.180 -0.576 0.264  -0.6306
8 H 1.028 -0.023 2.154  -0.1269
9 H 1.723 1.136 0.329  -0.0605
10 H -0.979 1.269 1.118  0.0729
11 H -0.542 -1.503 0.804  0.1032

Entry 3:
C3H12O4 | ωB97M-V/def2-TZVPD

Its energy above the lowest of the compared OMol25 structures with the same formula, charge and spin is 64.63 kcal per mole. For the orbital gap, the calculation gives 0.37079 Ha. The HOMO energy is -9.9 eV. As for the SMILES: C=CCO.O.O.O. As for the LUMO energy: 0.233 eV. The total energy comes out at -11492.960 eV.

Last column: Löwdin charge in e.
CARTESIAN COORDINATES (ANGSTROEM)
1 O -3.321 -1.765 0.047  -0.0161
2 O -0.113 -1.767 -2.293  -0.0565
3 O 0.933 -4.545 -4.141  -0.0681
4 O 0.452 2.032 3.900  -0.1011
5 C 1.372 3.089 1.768  -0.1390
6 C 0.116 2.586 2.538  -0.1958
7 C 1.825 2.536 0.565  0.0072
8 H 1.012 -4.546 -5.105  0.0362
9 H -3.912 -2.439 0.226  -0.0056
10 H -2.476 -2.130 0.291  0.0266
11 H 1.509 4.195 1.721  0.0867
12 H 1.023 1.320 3.709  0.0347
13 H -0.390 -2.618 -2.099  -0.0332
14 H -0.221 1.744 1.992  0.0756
15 H 1.564 1.535 0.252  0.0435
16 H 2.253 3.273 -0.163  0.0651
17 H -0.719 3.307 2.672  0.1237
18 H -0.039 -4.479 -4.124  0.0372
19 H -0.865 -1.328 -1.753  0.0791

Entry 4:
C31H80N4O5P | ωB97M-V/def2-TZVPD

For the orbital gap, the calculation gives 0.18570 Ha. The HOMO energy is -3.2 eV. As for the LUMO energy: 1.831 eV. The total energy comes out at -58926.122 eV. Its net charge is -1.

Last column: Löwdin charge in e.
CARTESIAN COORDINATES (ANGSTROEM)
1 P 3.038 -2.110 4.328  0.3159
2 O 3.102 0.150 -6.597  -0.1861
3 O -3.801 5.328 -6.067  -0.1889
4 O -1.235 6.276 0.604  -0.1904
5 O 4.715 -2.186 0.441  -0.2006
6 O -2.118 -5.695 2.020  -0.2088
7 N 1.065 2.235 -6.387  0.0460
8 N 5.440 -4.425 -1.251  0.0357
9 N -0.404 4.222 2.563  0.0507
10 N -2.959 4.482 -3.387  0.0476
11 C 2.203 0.404 -7.653  -0.2159
12 C -1.262 5.761 -0.714  -0.1192
13 C -0.964 4.572 -4.791  -0.0737
14 C -0.929 -5.783 2.791  -0.1051
15 C 1.800 -3.574 4.643  -0.4089
16 C 0.879 1.055 -7.238  -0.4341
17 C -0.752 0.617 3.654  -0.2314
18 C -2.030 -0.197 3.474  -0.2278
19 C -0.104 0.108 -6.557  -0.0660
20 C 0.728 -1.284 2.785  -0.3031
21 C -3.249 4.046 -5.829  -0.2087
22 C -2.339 3.941 -4.600  -0.4274
23 C 2.858 -1.027 -5.852  -0.0997
24 C -2.948 -0.123 4.705  -0.2164
25 C -3.752 -4.112 2.913  -0.1734
26 C 2.215 -1.635 2.638  -0.3890
27 C 0.701 -4.509 6.788  -0.1505
28 C -1.948 3.165 1.014  -0.0568
29 C -2.952 6.245 -6.725  -0.1126
30 C -2.144 5.678 1.500  -0.2194
31 C -2.651 -4.383 1.875  -0.2362
32 C -4.517 -2.102 4.347  -0.2177
33 C -4.182 -2.634 2.944  -0.2106
34 C -1.763 4.292 2.026  -0.4340
35 C 4.813 -3.220 -1.801  -0.4407
36 C -4.378 -0.589 4.486  -0.2367
37 C 4.016 -2.442 -0.748  -0.2222
38 C 5.869 -2.394 -2.530  -0.0774
39 C 0.791 -3.349 5.784  -0.3650
40 C 0.396 0.226 2.721  -0.2173
41 C 5.573 -1.070 0.456  -0.1065
42 H 1.275 -3.808 3.690  0.0451
43 H -3.898 -2.610 5.109  0.1115
44 H -0.276 4.200 -4.032  0.0748
45 H -0.299 4.859 3.347  0.0745
46 H 1.290 0.793 3.032  0.1065
47 H 2.439 -4.444 4.877  0.0536
48 H 0.390 -5.441 6.288  0.0549
49 H 3.806 -1.329 -5.411  0.0830
50 H -1.770 -1.252 3.264  0.0872
51 H 4.719 -5.040 -0.886  0.0707
52 H 0.416 1.399 -8.170  0.1327
53 H 6.580 -1.309 0.096  0.0717
54 H -2.188 2.869 -4.438  0.1346
55 H 0.130 -1.821 2.024  0.0915
56 H -3.384 -4.436 3.902  0.1130
57 H 2.371 -2.425 1.883  0.0447
58 H 0.183 0.549 1.683  0.1024
59 H -5.091 -2.523 2.326  0.1130
60 H 2.137 -0.868 -5.046  0.0773
61 H -0.813 -4.910 3.466  0.0744
62 H 2.106 -1.150 4.995  -0.0314
63 H 3.163 -3.058 -0.447  0.1188
64 H 5.973 -4.145 -0.431  0.0716
65 H -2.191 6.359 2.356  0.1195
66 H -2.297 6.780 -6.033  0.0741
67 H 1.682 -4.690 7.256  0.0654
68 H -0.603 4.897 -0.831  0.0757
69 H -2.491 -0.724 5.514  0.1192
70 H 1.064 -2.423 6.326  0.0727
71 H -2.720 3.694 -6.726  0.1178
72 H 5.487 -1.406 -2.797  0.0707
73 H -4.112 3.393 -5.672  0.1211
74 H 2.016 -0.517 -8.223  0.1199
75 H -0.142 -0.860 -7.060  0.0782
76 H -0.550 4.320 -5.766  0.0534
77 H 4.044 -1.023 4.168  -0.0852
78 H -0.046 -5.838 2.133  0.0887
79 H 3.613 -1.508 -1.170  0.1211
80 H -2.332 5.741 -7.474  0.0886
81 H -1.105 0.540 -6.569  0.0694
82 H -0.222 -3.170 5.380  0.0747
83 H -1.006 5.658 -4.684  0.0635
84 H 2.494 -1.833 -6.498  0.0906
85 H 0.164 -0.058 -5.513  0.0683
86 H -0.912 6.552 -1.378  0.0840
87 H -3.143 5.644 1.040  0.1188
88 H 3.641 -2.423 5.656  -0.0624
89 H -2.446 4.103 2.862  0.1349
90 H -4.797 -0.091 3.588  0.1141
91 H -3.263 5.431 -3.590  0.0756
92 H -0.386 0.513 4.692  0.1178
93 H -3.591 6.971 -7.229  0.0851
94 H 6.180 -2.904 -3.443  0.0691
95 H 1.648 1.966 -5.598  0.0793
96 H 0.247 4.553 1.856  0.0745
97 H -2.970 0.917 5.074  0.1094
98 H -1.125 3.140 0.296  0.0708
99 H 4.081 -3.552 -2.546  0.1277
100 H -0.024 -4.305 7.598  0.0558
101 H 2.764 -0.746 2.273  0.0475
102 H 6.758 -2.260 -1.912  0.0639
103 H 5.638 -0.744 1.494  0.0878
104 H 3.962 -3.057 3.652  -0.0518
105 H 5.165 -0.251 -0.148  0.0886
106 H -5.000 -0.247 5.332  0.1036
107 H -2.271 5.470 -1.014  0.0628
108 H -3.049 -4.306 0.850  0.1243
109 H -1.957 2.204 1.527  0.0496
110 H -5.563 -2.377 4.579  0.1075
111 H 2.728 1.101 -8.312  0.1209
112 H -3.414 -2.000 2.466  0.0859
113 H 1.609 2.933 -6.885  0.0776
114 H -1.851 -3.629 1.975  0.1096
115 H 0.370 -1.652 3.766  0.0636
116 H -2.883 3.275 0.459  0.0775
117 H -2.589 0.166 2.587  0.1089
118 H -3.811 3.970 -3.177  0.0773
119 H -0.989 1.690 3.519  0.0829
120 H -0.968 -6.693 3.409  0.0851
121 H -4.612 -4.756 2.671  0.1117

- What is the formula in the first record?
  C5H13IN